(1)
Entry from the OMol25 dataset: 7 unconnected molecules or ions with the total composition C6H24ClN12O10 (wB97M-V/def2-TZVPD).

Output
Energy above the lowest of the compared OMol25 structures with the same formula, charge and spin, eV: 6.679
E_HOMO, Eh: -0.24053
Gap between HOMO and LUMO, eV: 8.415
Charge: -1
LUMO energy, eV: 1.870

Geometry as XYZ:
```
53
C6H24ClN12O10, DFT wB97M-V/def2-TZVPD
H 28.8098 -20.9358 6.8522
H 27.8147 -15.2219 6.1240
H 21.0071 -19.4003 13.3485
H 21.4910 -18.8796 11.9045
H 19.6991 -18.7546 14.4580
O 26.1370 -21.5720 14.2485
N 26.9320 -15.5187 6.5150
H 29.7995 -21.9656 8.3095
O 27.0380 -21.5462 12.0291
H 24.6312 -14.4693 12.1316
H 23.9356 -13.8548 15.8642
H 29.2719 -22.1449 20.4887
N 20.2832 -18.7565 13.6339
H 30.6124 -25.5079 15.4932
C 26.9145 -16.2274 7.5742
C 29.9540 -22.5857 6.4439
H 25.0038 -16.2317 7.2738
H 20.2432 -18.4693 10.6801
O 27.8766 -16.4325 8.2679
N 24.1495 -14.7646 12.9688
N 30.3113 -22.5795 7.6921
N 23.8900 -14.4589 15.0560
H 30.8435 -21.3413 17.9177
N 30.4961 -24.8416 14.7432
H 30.7918 -23.0672 13.2205
N 29.0700 -21.6855 6.2274
O 18.7753 -17.5832 12.3217
H 30.3877 -21.5066 21.7107
N 29.9630 -21.4750 20.7949
H 30.9111 -23.2919 8.0831
O 32.6783 -25.3675 14.3487
O 24.2628 -12.6804 13.7572
H 32.4532 -23.2655 12.9495
C 31.6564 -24.6516 14.2142
C 30.7542 -21.1038 19.9028
O 25.0417 -22.6107 12.4231
C 19.8068 -18.1932 12.5437
O 25.2855 -20.2156 12.5960
H 29.5913 -22.2003 18.6852
H 29.8393 -24.0753 14.7060
H 25.5954 -17.0475 8.7627
O 30.5414 -23.2514 5.6027
H 26.1062 -15.1973 6.0304
C 24.1171 -13.8667 13.8986
Cl 25.8555 -21.4871 12.8306
H 28.6319 -21.7871 5.3231
H 23.7972 -15.4609 15.1424
N 25.7342 -16.5547 7.8921
H 24.1002 -15.6786 13.3957
N 20.6458 -18.4149 11.6049
N 30.4229 -21.6362 18.7873
N 31.6265 -23.5977 13.4251
O 31.7975 -20.5650 20.2411
```

Results of the natural (NBO) charge analysis, in e, for atoms 1 through 4:
1. H 0.402
2. H 0.403
3. H 0.391
4. H 0.376

(2)
Entry from the OMol25 dataset: a molecular structure, C6H24ClN4O3PTi (wB97M-V/def2-TZVPD).

Output
Expectation value of S²: 3.75
Multiplicity: 4
E_HOMO (alpha / beta), Eh: -0.03753 / -0.20673
Gap between HOMO and LUMO (alpha / beta), eV: 3.563 / 8.150
Charge: -1
LUMO energy (alpha / beta), eV: 2.542 / 2.525

Geometry as XYZ:
```
40
C6H24ClN4O3PTi, DFT wB97M-V/def2-TZVPD
C -0.2230 0.8175 1.5133
Ti 1.6722 -1.5359 3.6913
O 3.2755 -2.9595 4.5613
H -0.8759 0.9191 2.3802
H -2.5180 3.1860 -2.4097
H 0.6758 1.2790 1.9222
N -2.6679 1.2951 -1.6256
H 0.0322 -0.2375 1.6134
O -2.3941 -0.6432 0.2010
H 2.9528 -0.6218 1.7783
C -0.6621 2.8553 0.0992
H 4.9464 -2.7809 1.3922
H -1.6582 3.2302 0.3348
H -4.6505 0.8469 -0.8693
Cl -0.6399 -1.7734 4.9353
C -1.0761 -0.8465 -3.1155
H -0.0234 3.3726 0.8151
N 4.5440 -2.4813 2.2688
P -1.6359 0.2982 -0.6913
H 3.8917 -3.6637 4.2804
H -0.3221 -0.6984 -3.8886
H -2.5788 2.0745 -3.6221
C 0.7427 -0.6886 -1.2819
N -0.5630 -0.3421 -1.8100
H -0.4693 3.1668 -0.9274
H -1.2099 -1.9279 -3.0878
H -4.0886 -0.1627 -2.2320
H 1.1688 -1.0568 -2.2152
H 4.1481 -3.1975 2.8607
H -4.6881 1.5329 -2.3699
O 3.3720 -0.1586 2.5295
H 0.7227 -1.5823 -0.6583
H 5.3480 -2.1024 2.7484
C -2.1688 2.1746 -2.6171
H 1.4053 0.1023 -0.9304
H 3.9565 -1.6694 2.1432
H -1.0955 2.0187 -2.7260
C -4.0769 0.8363 -1.7961
H -1.9436 -0.2551 -3.4086
N -0.6249 1.3796 0.2143
```

Results of the natural (NBO) charge analysis, in e, for atoms 1 through 4:
1. C -0.451
2. Ti 0.891
3. O -1.273
4. H 0.197

(3)
Entry from the OMol25 dataset: 7 unconnected molecules or ions with the total composition C6H24FN12O6 (wB97M-V/def2-TZVPD).

Output
Energy above the lowest of the compared OMol25 structures with the same formula, charge and spin, eV: 4.566
E_HOMO, Eh: -0.25701
Gap between HOMO and LUMO, eV: 9.389
Charge: -1
LUMO energy, eV: 2.396

Geometry as XYZ:
```
49
C6H24FN12O6, DFT wB97M-V/def2-TZVPD
N 0.6719 -1.8992 -3.6538
C 0.7362 1.0406 -3.2624
N 0.8918 -2.6903 -1.6032
N -1.0420 0.9268 3.1094
N -1.4044 2.4911 0.1780
H -2.7550 4.1956 0.4890
N -1.1335 -1.9794 1.0921
H -0.8952 0.6874 2.1392
H 0.5146 -2.0212 -4.6440
H 2.0735 -1.7057 2.8437
N -0.3330 0.6130 -2.6179
H 0.8449 -3.4690 -0.9618
H -2.2863 -0.5480 -0.0257
O -3.0304 1.4493 -0.8784
N -3.1181 3.5579 -0.2049
H 1.6242 0.5667 -1.5467
H -3.6237 -0.6415 0.9085
H -1.0237 3.4029 0.3870
F 0.3973 0.4455 0.1697
H 2.4752 0.1696 0.3729
H 1.8504 1.7022 3.2080
N 0.9051 1.5825 2.8731
O -2.9429 -2.9277 1.9063
H 1.0590 -1.0286 -3.3187
H -0.2512 0.3567 -1.6444
C -2.5506 2.4597 -0.4046
H 4.2633 -0.0056 0.0540
O 0.1241 -3.9688 -3.2639
H -0.8295 -1.1521 0.5989
C -2.3778 -2.0670 1.2507
H 0.6972 1.4280 1.8968
H -0.5084 -2.7058 1.4111
O 4.3689 -1.8081 1.8512
N 3.3952 -0.2187 0.5242
H -1.8486 0.6385 3.6444
H -0.7099 1.7598 0.2320
C 3.3945 -1.1263 1.4235
H 2.6078 1.0696 -2.8963
N -2.8717 -1.1794 0.5023
H -1.2018 0.9213 -3.0303
O 0.1481 1.3815 4.9612
H 1.3848 -0.7680 1.5202
N 2.1701 -1.2264 1.9599
H -4.1082 3.4561 -0.3763
C 0.5553 -2.9287 -2.8645
C 0.0806 1.2341 3.7720
O 0.8650 1.5678 -4.3453
H 1.0221 -1.7740 -1.1989
N 1.7249 0.7351 -2.5374
```

Results of the natural (NBO) charge analysis, in e, for atoms 1 through 4:
1. N -0.824
2. C 0.735
3. N -0.847
4. N -0.852

(4)
Entry from the OMol25 dataset: a molecular structure, C6H24N12O10PbS (wB97M-V/def2-TZVPD).

Output
E_HOMO, Eh: -0.32520
Gap between HOMO and LUMO, eV: 9.124
LUMO energy, eV: 0.275

Geometry as XYZ:
```
54
C6H24N12O10PbS, DFT wB97M-V/def2-TZVPD
O 2.2275 2.1469 -3.7776
N 3.9209 1.7700 0.7222
C 2.9125 -2.1493 -0.2860
H -4.4191 -2.7394 0.7052
C 2.9449 1.5118 1.6658
H 0.1070 0.8807 2.4568
H -1.4105 1.7448 2.4558
O -2.1172 2.2137 0.2507
H -0.5045 -1.9809 0.3192
H -3.1602 -3.8127 1.2653
H 2.9216 -4.2328 0.0022
H -1.1132 -3.1957 1.3154
S 2.2823 2.3451 -2.3806
O 1.7450 1.6155 1.4359
H -3.3719 3.8063 1.6214
H 0.8594 -0.8316 -5.3637
N -3.9918 3.1985 1.1144
N -2.4325 -0.2498 3.6106
N -4.2139 1.4688 -0.3850
H 4.2683 0.8243 3.1432
O -0.2884 -0.9171 3.8746
O -2.9488 -1.1310 -0.2508
H 4.8318 1.5629 1.0179
C -1.1358 -0.0599 3.5310
O 3.4995 2.8848 -1.8487
O 1.6871 -2.0514 -0.0123
H 1.5759 -0.0514 -4.0931
N -0.8057 1.0547 2.8612
C -3.3867 2.2762 0.3327
H -3.0860 0.1476 2.9524
O 1.0251 2.8808 -1.7973
C -0.4809 -0.3469 -3.7600
H 3.8216 2.2948 -0.1292
H -1.6438 -1.2038 -5.3231
N -3.4830 -2.8656 1.0923
N 0.6949 -0.3917 -4.4835
N 3.7411 -1.1230 -0.6137
Pb 0.2367 1.0552 -0.5550
H 4.6017 -1.1249 -1.1158
N -1.3040 -2.5038 0.6073
N 3.3115 0.9926 2.9211
H 2.6182 0.5309 3.4882
H -2.5247 -0.8713 -3.8959
H -4.9681 3.1628 1.3480
H -5.1022 1.2493 0.0557
N 3.5435 -3.4101 -0.0475
O -0.6098 0.1664 -2.6312
H 4.4507 -3.6610 -0.3901
C -2.5929 -2.0677 0.4590
O 2.2018 0.8341 -1.6950
H 3.1913 -0.3033 -0.8130
H -3.7207 0.6341 -0.5995
H -2.7664 -1.1097 4.0096
N -1.6391 -0.8679 -4.3874
```

Results of the natural (NBO) charge analysis, in e, for atoms 1 through 4:
1. O -0.991
2. N -0.825
3. C 0.800
4. H 0.399